Molecular formula: C3H3O3Tl
Method: DFT, the ωB97M-V functional and the def2-TZVPD basis

CARTESIAN COORDINATES (ANGSTROEM)
H: -0.16890 -0.13645 0.63554
O: 1.47649 1.61648 0.93390
C: 0.28613 1.73239 1.06582
O: -0.59313 0.69382 0.88549
O: -0.43040 2.78154 1.32407
Tl: -2.29450 1.94324 1.51393
H: 0.11150 4.05835 1.16890
C: 0.75074 5.29806 1.53146
C: 0.36250 5.27370 0.34660
H: 1.14997 5.44787 2.52527

Cartesian forces, eV/Å:
0.3912 -0.1067 0.0111
-1.3632 0.2864 0.3051
3.3132 -0.9111 -1.0916
1.2008 -1.3352 -0.4722
3.4028 3.4571 -0.1920
-6.8682 -0.3445 1.2669
-0.2096 -1.3307 0.2503
-0.8111 0.2642 -3.1196
1.0692 0.1383 3.2172
-0.1253 -0.1178 -0.1751

## Properties
energy above the lowest of the compared OMol25 structures with the same formula, charge and spin	6.271	eV
multiplicity	2
HOMO energy (alpha / beta)	-14.1 / -14.0	eV
total charge	+1
LUMO energy (alpha / beta)	-4.2 / -9.2	eV

***

Molecular formula: C2H6N5S
Method: DFT, the ωB97M-V functional and the def2-TZVPD basis

CARTESIAN COORDINATES (ANGSTROEM)
C: 0.89662 -2.00001 -0.98398
C: -0.22551 0.25451 -0.98639
N: 1.22153 -3.08580 -0.91028
N: 0.52919 -0.84949 -1.46632
N: -0.29890 0.43991 0.35312
N: 0.37525 0.51857 2.64030
N: -0.97664 1.14547 -1.58973
S: 0.96177 -0.26328 1.32101
H: 0.70533 -0.88995 -2.48905
H: -1.03512 0.87142 0.91320
H: -0.18794 -0.12326 3.20051
H: 1.00764 0.98147 3.22596
H: -1.81443 0.97387 -2.20593
H: -1.15879 2.02657 -1.02242

Cartesian forces, eV/Å:
-0.3333 -0.8883 1.1166
-0.6482 -1.8786 4.2468
0.6763 -1.7413 0.6551
-1.7880 4.9815 -3.1098
2.5623 -1.9314 -1.8944
-1.5730 -1.3489 0.8953
-2.5724 2.4107 -2.2306
0.0410 0.1492 0.2518
-0.3472 0.7796 0.7397
0.1182 0.1620 -0.6626
0.1982 0.3272 0.0815
1.2699 1.0010 0.6347
1.8154 -0.3003 0.3330
0.5808 -1.7223 -1.0572

## Properties
energy above the lowest of the compared OMol25 structures with the same formula, charge and spin	1.842	eV
HOMO energy	-13.3	eV
total charge	+1
SMILES string	N#CNC(=[NH2+])NSN
LUMO energy	-4.3	eV

***

What is the energy above the lowest of the compared OMol25 structures with the same formula, charge and spin in the first record? 6.271 eV